No. 1
The following is a quantum chemistry calculation of a structure of composition C37H41ClN8O4SSn, from the OMol25 dataset.

Each line ends with the Löwdin charge.
CARTESIAN COORDINATES (ANGSTROEM)
Sn (17.601, 10.744, 11.214)  1.30
O (22.105, 8.782, 14.443)  0.06
C (20.970, 9.207, 15.007)  -0.28
C (20.659, 8.694, 16.282)  0.00
C (19.497, 9.046, 16.918)  -0.04
C (18.811, 10.148, 16.363)  -0.10
C (19.043, 10.592, 15.113)  -0.08
C (20.137, 10.105, 14.359)  -0.06
C (20.246, 10.459, 12.850)  -0.32
O (19.363, 11.198, 12.261)  -0.25
N (21.353, 10.000, 12.240)  0.13
N (21.728, 10.143, 10.937)  -0.03
C (22.905, 9.746, 10.391)  0.12
C (22.906, 10.102, 9.079)  -0.13
C (23.737, 9.862, 7.950)  0.01
C (23.332, 10.277, 6.702)  -0.05
C (22.103, 10.940, 6.535)  -0.03
C (21.322, 11.302, 7.609)  0.02
C (21.710, 10.829, 8.839)  -0.17
O (21.001, 10.927, 9.990)  0.10
H (22.272, 9.225, 13.538)  0.10
H (21.330, 7.878, 16.704)  0.15
H (19.215, 8.593, 17.886)  0.13
H (17.995, 10.601, 16.868)  0.10
H (18.417, 11.383, 14.737)  0.08
H (23.537, 9.198, 11.072)  0.17
H (24.618, 9.238, 8.115)  0.13
H (24.008, 9.976, 5.866)  0.14
H (21.827, 11.179, 5.485)  0.14
H (20.446, 11.866, 7.394)  0.12
C (10.239, 10.005, 15.572)  -0.02
C (10.785, 10.429, 14.187)  -0.54
C (11.009, 11.923, 14.264)  -0.04
C (9.699, 10.137, 13.137)  -0.03
C (12.097, 9.743, 13.752)  -0.40
O (12.541, 10.368, 12.524)  -0.02
C (11.842, 8.224, 13.428)  -0.06
C (13.059, 7.408, 12.809)  -0.11
C (13.170, 7.221, 11.323)  -0.22
C (13.609, 8.182, 10.399)  -0.05
C (13.629, 7.949, 9.037)  -0.12
C (13.320, 6.728, 8.492)  -0.66
Cl (13.517, 6.346, 6.803)  0.69
C (12.894, 5.776, 9.380)  -0.11
C (12.777, 6.031, 10.739)  -0.03
C (13.259, 9.850, 14.780)  0.00
N (14.558, 10.385, 14.311)  -0.05
C (15.188, 10.019, 13.228)  -0.15
N (16.234, 10.851, 13.017)  -0.07
C (16.141, 11.772, 14.034)  -0.19
N (15.125, 11.516, 14.820)  0.16
H (9.311, 10.548, 15.647)  0.09
H (10.934, 10.212, 16.399)  0.10
H (9.985, 8.981, 15.610)  0.07
H (10.044, 12.412, 14.581)  0.12
H (11.301, 12.324, 13.334)  0.07
H (11.764, 12.171, 14.999)  0.08
H (8.905, 10.879, 13.205)  0.10
H (9.331, 9.098, 13.314)  0.11
H (9.980, 10.191, 12.099)  0.08
H (11.880, 10.620, 11.913)  0.07
H (11.026, 8.205, 12.736)  0.10
H (11.456, 7.789, 14.349)  0.12
H (12.872, 6.432, 13.144)  0.09
H (13.980, 7.624, 13.241)  0.07
H (13.898, 9.222, 10.683)  0.10
H (14.003, 8.805, 8.500)  0.11
H (12.684, 4.800, 8.999)  0.11
H (12.537, 5.086, 11.379)  0.16
H (13.428, 8.776, 15.110)  0.15
H (12.979, 10.443, 15.673)  0.13
H (14.908, 9.282, 12.538)  0.10
H (16.876, 12.548, 14.221)  0.13
S (17.099, 15.378, 10.418)  1.11
C (15.606, 14.745, 10.947)  -0.37
C (15.730, 13.491, 11.381)  -0.25
N (17.040, 13.040, 11.397)  -0.20
C (17.839, 13.944, 10.926)  -0.48
H (14.619, 15.209, 10.847)  0.10
H (14.890, 12.826, 11.742)  0.14
H (18.937, 13.885, 10.876)  0.10
C (17.634, 7.459, 10.106)  -0.02
C (17.561, 7.587, 11.597)  -0.39
N (17.585, 8.623, 12.369)  -0.04
C (17.415, 8.195, 13.656)  -0.13
C (17.325, 6.833, 13.668)  -0.04
N (17.436, 6.464, 12.360)  0.13
H (18.600, 7.583, 9.690)  0.07
H (16.999, 8.215, 9.627)  0.04
H (17.195, 6.504, 9.759)  0.10
H (17.331, 8.921, 14.438)  0.09
H (17.220, 6.166, 14.523)  0.13
H (17.414, 5.522, 12.028)  0.16

Calculated values
- Energy relative to the best compared isomer or geometry (same formula, charge and spin): 14.7 kcal/mol
- Charge: +2
- Kohn-Sham gap: 6.88 eV

No. 2
The following is a quantum chemistry calculation of the molecule C2H3NO, from the OMol25 dataset.

Each line ends with the natural charge from an NBO analysis.
CARTESIAN COORDINATES (ANGSTROEM)
C (-0.041, -0.562, -0.212)  -0.42
C (0.642, 0.700, 0.417)  0.09
N (-1.441, -0.030, 0.087)  -0.02
O (-0.696, 1.169, 0.438)  -0.33
H (0.107, -1.098, -1.171)  0.25
H (-0.045, -1.556, 0.384)  0.23
H (1.474, 1.377, 0.057)  0.19

Calculated values
- Energy relative to the best compared isomer or geometry (same formula, charge and spin): 137.6 kcal/mol
- Kohn-Sham gap (alpha / beta): 9.49 / 8.94 eV

No. 3
The following is a quantum chemistry calculation of a cluster of 2 separate species, C3H7O3 in total, from the OMol25 dataset.

Each line ends with the natural charge from an NBO analysis.
CARTESIAN COORDINATES (ANGSTROEM)
C (-0.923, -0.990, -0.505)  -0.05
O (-1.294, 0.328, -0.698)  -0.79
C (-1.728, -1.611, 0.657)  -0.62
H (0.140, -1.076, -0.309)  0.21
H (-1.156, -1.611, -1.415)  0.10
H (-1.571, -2.706, 0.693)  0.18
H (-2.767, -1.408, 0.478)  0.19
H (-1.442, -1.159, 1.616)  0.21
O (1.386, 0.130, 1.036)  -0.75
C (1.772, 1.054, 0.300)  0.62
O (1.141, 1.372, -0.790)  -0.83
H (2.660, 1.715, 0.541)  0.03
H (-0.459, 0.885, -0.700)  0.52

Calculated values
- Energy relative to the best compared isomer or geometry (same formula, charge and spin): 17.2 kcal/mol
- Charge: -1
- Kohn-Sham gap: 9.00 eV

No. 4
The following is a quantum chemistry calculation of a cluster of 11 separate species, C69H59N3O41PS in total, from the OMol25 dataset.

Each line ends with the Löwdin charge.
CARTESIAN COORDINATES (ANGSTROEM)
C (7.118, 1.843, 0.644)  -0.05
C (7.224, 0.303, 0.580)  -0.36
C (8.642, -0.032, 0.120)  -0.07
C (6.113, -0.214, -0.397)  -0.34
C (6.633, -0.663, -1.763)  -0.04
C (5.274, -1.263, 0.292)  -0.10
O (4.147, -1.706, -0.533)  0.00
N (3.017, -1.003, -0.265)  -0.05
C (2.034, -1.290, 0.638)  0.02
C (1.120, -0.309, 0.557)  -0.61
S (-0.362, -0.071, 1.437)  0.92
N (1.600, 0.573, -0.410)  -0.15
P (0.983, 2.099, -1.056)  0.77
N (1.520, 2.237, -2.502)  -0.26
C (2.742, 0.123, -0.902)  -0.03
H (6.814, 2.225, -0.326)  0.08
H (6.435, 2.147, 1.431)  0.08
H (8.105, 2.254, 0.838)  0.06
H (7.002, -0.089, 1.571)  0.12
H (8.917, 0.632, -0.693)  0.08
H (8.778, -1.067, -0.162)  0.08
H (9.316, 0.218, 0.935)  0.09
H (5.489, 0.660, -0.598)  0.11
H (7.202, 0.164, -2.176)  0.09
H (7.254, -1.547, -1.711)  0.09
H (5.788, -0.790, -2.433)  0.08
H (5.847, -2.157, 0.507)  0.15
H (4.884, -0.816, 1.199)  0.10
H (2.006, -2.155, 1.271)  0.16
H (0.042, 0.645, 2.506)  -0.09
H (-0.413, 2.058, -1.023)  0.02
H (1.475, 3.162, -0.282)  0.03
H (2.102, 3.058, -2.604)  -0.02
H (3.396, 0.530, -1.646)  0.16
C (-2.985, -4.140, 3.974)  0.07
C (-2.408, -2.949, 3.794)  -0.23
C (-2.866, -1.723, 4.531)  -0.30
O (-2.269, -0.674, 4.324)  0.07
C (-3.985, -1.847, 5.441)  0.06
C (-4.571, -3.042, 5.622)  -0.22
C (-4.094, -4.277, 4.904)  -0.30
O (-4.654, -5.331, 5.133)  0.12
O (-5.598, -3.212, 6.440)  0.11
O (-1.382, -2.763, 2.965)  0.06
H (-2.652, -5.026, 3.452)  0.13
H (-4.316, -0.960, 5.952)  0.12
H (-5.831, -4.160, 6.392)  0.12
H (-1.165, -1.814, 3.039)  0.02
C (-1.784, -1.519, -3.946)  0.06
C (-1.455, -1.523, -2.656)  -0.23
C (-2.203, -2.329, -1.640)  -0.30
O (-1.802, -2.283, -0.483)  0.07
C (-3.341, -3.106, -2.080)  0.08
C (-3.687, -3.105, -3.379)  -0.23
C (-2.913, -2.315, -4.404)  -0.31
O (-3.265, -2.374, -5.564)  0.13
O (-4.716, -3.792, -3.843)  0.13
O (-0.433, -0.816, -2.154)  0.06
H (-1.243, -0.940, -4.682)  0.14
H (-3.884, -3.672, -1.335)  0.14
H (-4.745, -3.623, -4.805)  0.13
H (-0.447, -1.031, -1.202)  0.05
C (4.437, -1.528, 5.000)  0.09
C (3.755, -0.631, 4.285)  -0.23
C (2.311, -0.331, 4.553)  -0.31
O (1.769, 0.517, 3.856)  0.05
C (1.636, -1.054, 5.603)  0.08
C (2.311, -1.963, 6.330)  -0.23
C (3.769, -2.250, 6.080)  -0.30
O (4.324, -3.067, 6.781)  0.14
O (1.749, -2.657, 7.299)  0.14
O (4.297, 0.070, 3.284)  0.08
H (5.479, -1.750, 4.816)  0.14
H (0.590, -0.837, 5.772)  0.14
H (2.446, -3.236, 7.664)  0.13
H (3.580, 0.648, 2.959)  0.11
C (-3.538, 2.052, -5.310)  0.08
C (-4.126, 2.987, -6.083)  -0.20
C (-5.591, 3.328, -5.918)  -0.30
O (-6.071, 4.187, -6.623)  0.13
C (-6.357, 2.597, -4.915)  0.08
C (-5.758, 1.671, -4.160)  -0.24
C (-4.299, 1.351, -4.305)  -0.30
O (-3.816, 0.503, -3.565)  0.09
O (-6.407, 0.971, -3.232)  0.11
O (-3.455, 3.643, -7.012)  0.09
H (-2.492, 1.796, -5.410)  0.13
H (-7.407, 2.834, -4.816)  0.14
H (-5.742, 0.375, -2.834)  0.12
H (-4.081, 4.270, -7.443)  0.09
C (-4.147, 6.158, -12.372)  0.08
C (-3.887, 6.162, -11.059)  -0.23
C (-4.714, 5.367, -10.087)  -0.28
O (-4.405, 5.404, -8.906)  0.08
C (-5.833, 4.604, -10.591)  0.08
C (-6.099, 4.601, -11.907)  -0.23
C (-5.257, 5.374, -12.888)  -0.31
O (-5.546, 5.310, -14.066)  0.12
O (-7.108, 3.926, -12.428)  0.13
O (-2.889, 6.859, -10.527)  0.12
H (-3.559, 6.723, -13.081)  0.14
H (-6.428, 4.053, -9.877)  0.14
H (-7.075, 4.091, -13.391)  0.13
H (-2.920, 6.688, -9.568)  0.12
C (1.787, 2.760, -9.407)  0.07
C (2.405, 3.950, -9.399)  -0.24
C (1.848, 5.130, -8.647)  -0.32
O (2.476, 6.172, -8.670)  0.11
C (0.593, 4.962, -7.939)  0.07
C (-0.029, 3.773, -7.950)  -0.22
C (0.543, 2.588, -8.680)  -0.31
O (-0.068, 1.536, -8.628)  0.11
O (-1.179, 3.560, -7.326)  0.08
O (3.541, 4.171, -10.045)  0.12
H (2.180, 1.907, -9.942)  0.14
H (0.194, 5.820, -7.416)  0.13
H (-1.400, 2.626, -7.497)  0.11
H (3.770, 5.105, -9.874)  0.12
C (1.650, -5.708, 4.027)  0.07
C (2.930, -5.999, 4.284)  -0.24
C (3.318, -7.121, 5.208)  -0.31
O (4.502, -7.335, 5.377)  0.12
C (2.258, -7.882, 5.849)  0.08
C (0.973, -7.590, 5.594)  -0.23
C (0.589, -6.485, 4.650)  -0.31
O (-0.589, -6.272, 4.442)  0.11
O (-0.034, -8.247, 6.150)  0.13
O (3.941, -5.325, 3.747)  0.10
H (1.356, -4.905, 3.364)  0.13
H (2.548, -8.675, 6.523)  0.14
H (-0.851, -7.843, 5.800)  0.12
H (4.754, -5.740, 4.100)  0.12
C (-5.828, 1.121, 2.665)  0.08
C (-6.545, 1.708, 1.699)  -0.24
C (-8.025, 1.946, 1.841)  -0.31
O (-8.604, 2.503, 0.929)  0.12
C (-8.679, 1.495, 3.056)  0.08
C (-7.962, 0.903, 4.022)  -0.23
C (-6.479, 0.692, 3.887)  -0.30
O (-5.884, 0.166, 4.807)  0.10
O (-8.504, 0.469, 5.151)  0.13
O (-6.008, 2.118, 0.560)  0.11
H (-4.764, 0.947, 2.576)  0.13
H (-9.745, 1.655, 3.142)  0.14
H (-7.775, 0.085, 5.674)  0.12
H (-6.745, 2.502, 0.040)  0.12
C (-5.976, -3.015, 10.025)  0.07
C (-5.481, -2.911, 11.266)  -0.24
C (-6.078, -3.664, 12.425)  -0.31
O (-5.563, -3.533, 13.518)  0.11
C (-7.239, -4.501, 12.176)  0.08
C (-7.736, -4.602, 10.935)  -0.24
C (-7.121, -3.869, 9.774)  -0.31
O (-7.613, -4.021, 8.670)  0.10
O (-8.794, -5.348, 10.646)  0.12
O (-4.438, -2.147, 11.561)  0.12
H (-5.555, -2.482, 9.185)  0.13
H (-7.670, -5.023, 13.017)  0.14
H (-8.941, -5.246, 9.687)  0.12
H (-4.290, -2.256, 12.520)  0.12
C (11.786, 3.191, -1.409)  0.07
C (13.080, 2.930, -1.171)  -0.24
C (13.735, 3.296, 0.135)  -0.31
O (14.906, 3.012, 0.287)  0.12
C (12.933, 3.974, 1.140)  0.08
C (11.643, 4.237, 0.898)  -0.24
C (10.983, 3.846, -0.396)  -0.32
O (9.798, 4.101, -0.537)  0.09
O (10.859, 4.855, 1.774)  0.12
O (13.864, 2.337, -2.056)  0.13
H (11.305, 2.931, -2.341)  0.13
H (13.417, 4.248, 2.067)  0.14
H (9.983, 4.918, 1.351)  0.12
H (14.743, 2.267, -1.635)  0.13

Calculated values
- Charge: +1
- Kohn-Sham gap: 6.84 eV